(1)
61
Properties=species:S:1:pos:R:3 method="wB97M-V/def2-TZVPD" homo_lumo_gap_ev=8.82 smiles="CCOC(=O)N1CCC(NC(=O)CS(=O)(=O)Cc2nc(-c3ccc(C)cc3)oc2C)CC1" relative_energy_kcal_mol=14.5 charge=0 e_tot_ev=-50876.8117 homo_energy_ev=-8.21 e_lumo_ev=0.61
C 8.56 -1.03 2.34
C 7.51 0.05 2.11
O 6.30 -0.50 1.60
C 6.27 -0.74 0.27
O 7.18 -0.46 -0.48
N 5.13 -1.36 -0.12
C 3.99 -1.58 0.74
C 2.84 -0.65 0.34
C 2.50 -0.85 -1.14
N 1.44 0.05 -1.56
C 0.15 -0.31 -1.58
O -0.25 -1.43 -1.36
C -0.79 0.83 -1.93
S -0.47 2.34 -0.96
O -1.46 3.32 -1.30
O 0.91 2.72 -1.14
C -0.72 1.85 0.79
C -2.15 1.54 0.94
N -2.64 0.29 0.66
C -3.93 0.38 0.79
C -4.87 -0.69 0.59
C -6.23 -0.51 0.83
C -7.11 -1.56 0.62
C -6.66 -2.80 0.18
C -7.62 -3.93 -0.06
C -5.30 -2.97 -0.06
C -4.41 -1.93 0.14
O -4.33 1.62 1.15
C -3.21 2.36 1.23
C -3.28 3.81 1.54
C 3.75 -0.63 -2.00
C 4.87 -1.55 -1.53
H 8.17 -1.79 3.01
H 9.45 -0.58 2.79
H 8.83 -1.48 1.39
H 7.89 0.80 1.40
H 7.23 0.54 3.04
H 4.28 -1.41 1.77
H 3.67 -2.62 0.62
H 1.97 -0.87 0.95
H 3.13 0.39 0.50
H 2.11 -1.87 -1.29
H 1.67 1.04 -1.60
H -0.67 1.13 -2.97
H -1.82 0.53 -1.74
H -0.41 2.70 1.39
H -0.10 0.98 0.96
H -6.59 0.44 1.18
H -8.17 -1.41 0.81
H -8.58 -3.73 0.41
H -7.22 -4.86 0.34
H -7.77 -4.06 -1.13
H -4.94 -3.92 -0.40
H -3.35 -2.06 -0.04
H -2.91 4.38 0.69
H -2.67 4.05 2.41
H -4.31 4.09 1.74
H 3.52 -0.82 -3.05
H 4.07 0.41 -1.90
H 5.79 -1.35 -2.07
H 4.58 -2.60 -1.69



(2)
55
Properties=species:S:1:pos:R:3 method="wB97M-V/def2-TZVPD" homo_lumo_gap_ev=6.75 relative_energy_kcal_mol=28.6 charge=+1 e_tot_ev=-29237.8774 homo_energy_ev=-10.98 e_lumo_ev=-4.23
C 4.12 -0.40 1.29
N 2.69 -0.67 1.29
C 1.71 0.27 1.14
C 0.44 -0.33 1.26
C -0.79 0.29 1.11
C -2.06 -0.41 1.07
C -2.36 -1.52 0.24
C -3.56 -2.21 0.39
C -4.50 -1.81 1.35
C -5.79 -2.57 1.50
C -4.24 -0.68 2.14
C -3.07 0.03 1.97
C 0.70 -1.76 1.53
C -0.10 -2.84 1.85
C 0.49 -4.10 2.03
C 1.88 -4.26 1.97
C 2.72 -3.16 1.72
C 2.10 -1.93 1.51
H 4.66 -1.36 1.34
H 4.40 0.14 0.38
H 4.39 0.22 2.16
H 1.94 1.32 0.97
H -0.85 1.36 1.32
H -1.64 -1.84 -0.52
H -3.80 -3.08 -0.23
H -6.42 -2.09 2.25
H -6.35 -2.59 0.56
H -5.60 -3.60 1.81
H -4.99 -0.37 2.88
H -2.88 0.93 2.56
H -1.17 -2.70 1.99
H -0.15 -4.96 2.23
H 2.31 -5.25 2.11
H 3.80 -3.25 1.68
C 2.55 1.93 -3.40
N 1.46 1.49 -2.56
C 1.49 0.08 -2.22
C 0.68 2.30 -1.78
N 0.03 1.77 -0.76
N 0.55 3.64 -2.08
C 0.93 4.23 -3.35
C -0.22 4.52 -1.21
H 3.15 2.74 -2.95
H 3.23 1.08 -3.56
H 2.21 2.24 -4.40
H 0.58 -0.13 -1.66
H 1.55 -0.52 -3.14
H 2.37 -0.15 -1.58
H -0.36 2.57 -0.25
H 0.66 3.58 -4.19
H 0.39 5.17 -3.45
H 2.00 4.45 -3.38
H -1.17 4.03 -0.94
H 0.34 4.72 -0.28
H -0.44 5.45 -1.74



(3)
55
Properties=species:S:1:pos:R:3 method="wB97M-V/def2-TZVPD" homo_lumo_gap_ev=5.81 smiles="C=N[N+](C)(C)C(c1ccc2c(c1)CCN2C)c1ccc2c(c1)CCN2C" relative_energy_kcal_mol=158.2 charge=+1 e_tot_ev=-29232.2588 homo_energy_ev=-9.45 e_lumo_ev=-3.64
C -1.28 -3.24 -0.61
N -0.29 -3.11 0.22
N -0.71 -3.34 1.77
C -1.71 -2.25 2.02
C 0.53 -2.98 2.44
C -0.89 -5.07 2.28
C 0.22 -5.99 1.99
C -0.09 -7.36 1.71
C 0.90 -8.33 1.56
C 2.26 -7.95 1.52
C 2.56 -6.57 1.61
C 1.59 -5.61 1.82
C 4.03 -6.42 1.53
C 4.59 -7.85 1.38
N 3.41 -8.68 1.40
C 3.56 -10.12 1.31
C -2.01 -5.46 3.13
C -2.08 -6.76 3.73
C -3.29 -7.26 4.13
C -4.44 -6.46 4.14
C -4.36 -5.12 3.65
C -3.19 -4.65 3.14
C -5.67 -4.46 3.85
C -6.58 -5.56 4.44
N -5.73 -6.70 4.58
C -6.29 -7.95 5.04
H -1.01 -3.42 -1.66
H -2.33 -3.00 -0.34
H -1.13 -1.34 1.62
H -2.65 -2.42 1.51
H -1.91 -2.18 3.10
H 0.39 -1.87 2.57
H 0.72 -3.45 3.40
H 1.35 -3.12 1.73
H -1.42 -4.65 1.26
H -1.11 -7.67 1.70
H 0.62 -9.38 1.48
H 1.96 -4.62 1.95
H 4.46 -5.95 2.44
H 4.33 -5.79 0.67
H 5.27 -8.12 2.19
H 5.14 -7.97 0.44
H 2.65 -10.63 1.65
H 3.79 -10.44 0.29
H 4.41 -10.42 1.94
H -1.19 -7.37 3.76
H -3.35 -8.31 4.51
H -3.22 -3.64 2.74
H -5.59 -3.61 4.55
H -6.09 -4.07 2.90
H -7.42 -5.79 3.78
H -6.99 -5.26 5.40
H -5.59 -8.78 4.90
H -6.56 -7.87 6.10
H -7.21 -8.14 4.49